A cluster of 4 separate species, CH7O5 in total. Source: the OMol25 dataset; level of theory: ωB97M-V/def2-TZVPD.

XYZ file:
```
13
Properties=species:S:1:pos:R:3
O 0.037 1.112 -0.055
C -0.446 0.526 0.932
O -0.364 -0.700 1.203
H -1.038 1.123 1.663
H -1.952 -1.201 1.886
H -3.282 -1.167 1.194
O -2.909 -1.343 2.063
H 1.321 2.175 -1.175
H 1.808 0.968 -1.995
O 1.994 1.891 -1.806
H 1.478 -0.597 -0.722
H 1.377 -1.702 -1.803
O 1.977 -1.085 -1.385
```

Summary:
Molar mass ... 99.06 Da
Net charge ... -1
Total energy ... -11390.6328 eV
E_HOMO ... -0.200 Eh
Energy relative to the best compared isomer or geometry (same formula, charge and spin) ... 0.253 eV
LUMO level ... 3.981 eV
Orbital gap ... 9.4 eV

Löwdin atomic charge list, values in e, 6 entries: atom 1 (O): -0.10, atom 2 (C): -0.60, atom 3 (O): -0.12, atom 4 (H): 0.11, atom 5 (H): -0.02, atom 6 (H): 0.01